(1)
The following is a quantum chemistry calculation of a molecular structure, C43H108BeN7O14 at a distorted geometry, from OMol25.

As for the charge: +1. The calculation puts the energy above the lowest of the compared OMol25 structures with the same formula, charge and spin at 93.2 kcal per mole. As for the HOMO energy: -10.058 eV. As for the multiplicity: 1. Its frontier orbital gap is 0.160 Eh. The LUMO energy is -5.712 eV.

Atoms and positions in Å:
Be1 -14.5273 -0.3967 -0.5812
C1 -17.4956 0.0948 -4.2936
C2 -16.2254 0.7988 -3.7648
C3 -16.1328 2.1950 -4.3616
O1 -16.1277 0.7768 -2.3038
H1 -17.6442 0.1710 -5.3708
H2 -18.3417 0.5187 -3.7528
H3 -17.5324 -0.9762 -4.0944
H4 -15.4264 0.2546 -4.2683
H5 -17.0898 2.6664 -4.1378
H6 -15.9936 2.1772 -5.4426
H7 -15.2901 2.7750 -3.9855
C4 -13.7521 -1.7707 2.6288
O2 -14.0375 -0.5236 1.9401
C5 -13.3448 0.6132 2.5228
C6 -13.6717 1.9435 1.8604
N1 -13.5970 1.7883 0.3860
C7 -12.2108 1.8305 -0.1652
C8 -12.2262 1.7610 -1.6944
O3 -12.7740 0.4777 -2.0779
C9 -12.4272 0.0891 -3.4428
H8 -12.6777 -1.9318 2.7170
H9 -14.1891 -2.6625 2.1796
H10 -14.1616 -1.6953 3.6361
H11 -12.2920 0.3880 2.3526
H12 -13.6070 0.5887 3.5805
H13 -13.0533 2.8070 2.1053
H14 -14.6978 2.1986 2.1253
H15 -14.1465 2.5006 -0.0732
H16 -11.5257 1.0401 0.1416
H17 -11.7160 2.7726 0.0707
H18 -11.2357 2.0182 -2.0697
H19 -12.8404 2.5946 -2.0347
H20 -12.9535 -0.8100 -3.7632
H21 -11.3665 -0.1360 -3.5543
H22 -12.7160 0.9234 -4.0821
C10 -20.9514 -1.9201 -2.8416
O4 -21.2511 -1.3591 -1.5936
C11 -22.4747 -0.6010 -1.6441
C12 -22.9321 -0.3309 -0.2509
N2 -22.0655 0.6146 0.4493
C13 -22.2519 0.8113 1.9105
C14 -21.8576 -0.2882 2.8954
O5 -20.4953 -0.6798 2.8185
C15 -20.1832 -1.7140 3.7551
H23 -21.7244 -2.4566 -3.3919
H24 -20.1155 -2.5972 -2.6661
H25 -20.4554 -1.1674 -3.4542
H26 -23.2557 -1.2022 -2.1097
H27 -22.3840 0.2586 -2.3082
H28 -22.9262 -1.3033 0.2415
H29 -23.9212 0.1186 -0.3388
H30 -21.1600 0.2029 0.2743
H31 -23.3036 1.0340 2.0911
H32 -21.6938 1.6970 2.2140
H33 -22.5660 -1.1058 2.7619
H34 -22.0574 0.0412 3.9150
H35 -20.6861 -2.6810 3.7372
H36 -20.3598 -1.4326 4.7933
H37 -19.1069 -1.8770 3.7004
C16 -11.5290 -6.7881 -9.3423
O6 -11.4710 -6.2572 -8.0252
C17 -12.6549 -5.5198 -7.7032
C18 -12.4622 -4.9792 -6.2708
N3 -13.7994 -4.6972 -5.6941
C19 -13.6581 -3.8872 -4.4807
C20 -15.0559 -3.2638 -4.1673
O7 -15.9989 -4.0830 -3.4316
C21 -16.7494 -4.9705 -4.1809
H38 -10.6474 -7.3868 -9.5714
H39 -11.5932 -6.0531 -10.1447
H40 -12.3533 -7.4902 -9.4679
H41 -13.5128 -6.1799 -7.8314
H42 -12.7866 -4.6673 -8.3695
H43 -11.8255 -4.1018 -6.3846
H44 -11.8310 -5.5822 -5.6182
H45 -14.3607 -5.5116 -5.4897
H46 -12.9588 -3.0867 -4.7218
H47 -13.3400 -4.4325 -3.5921
H48 -15.4728 -2.8954 -5.1046
H49 -14.9154 -2.3265 -3.6290
H50 -16.9567 -4.5349 -5.1583
H51 -17.7083 -5.2862 -3.7698
H52 -16.1727 -5.8795 -4.3520
C22 -7.9318 4.9553 -11.7680
O8 -8.1789 5.0098 -10.3670
C23 -8.4323 3.7112 -9.7482
C24 -8.6923 3.8846 -8.2742
N4 -9.9343 4.5560 -8.0963
C25 -10.2477 4.9165 -6.6912
C26 -11.7116 5.3669 -6.5530
O9 -12.6683 4.2899 -6.6916
C27 -12.9494 3.3579 -5.6378
H53 -8.8677 4.5349 -12.1361
H54 -7.1256 4.3229 -12.1399
H55 -7.7515 5.9601 -12.1501
H56 -7.6212 2.9975 -9.8924
H57 -9.3342 3.2407 -10.1398
H58 -7.8693 4.4380 -7.8221
H59 -8.7530 2.9312 -7.7494
H60 -9.9252 5.3671 -8.6980
H61 -9.5891 5.7327 -6.3943
H62 -10.1047 4.0902 -5.9949
H63 -11.8946 6.1917 -7.2417
H64 -11.7459 5.7740 -5.5424
H65 -13.6114 2.5763 -6.0106
H66 -13.6074 3.8639 -4.9314
H67 -12.0594 2.9150 -5.1909
C28 -17.2157 7.7246 -3.1996
O10 -18.2764 6.8758 -2.6804
C29 -18.5394 5.7981 -3.5235
C30 -19.7661 5.0834 -2.9984
N5 -19.6046 4.4485 -1.7201
C31 -18.7548 3.2404 -1.7473
C32 -18.7631 2.3550 -0.4492
O11 -18.0091 2.8187 0.6631
C33 -18.7843 3.4484 1.6703
H68 -17.3757 8.1868 -4.1737
H69 -16.2481 7.2255 -3.2526
H70 -17.0708 8.5503 -2.5029
H71 -17.6698 5.1688 -3.7129
H72 -18.8365 6.0884 -4.5312
H73 -19.9977 4.3403 -3.7615
H74 -20.5917 5.7939 -3.0386
H75 -19.0666 5.1068 -1.1747
H76 -17.7230 3.5484 -1.9170
H77 -18.9693 2.5653 -2.5758
H78 -18.3190 1.4242 -0.8019
H79 -19.7854 2.1135 -0.1580
H80 -19.0543 4.4666 1.3900
H81 -18.2450 3.5830 2.6079
H82 -19.6024 2.7963 1.9763
C34 -19.1517 1.9869 -7.0627
O12 -20.3953 2.5822 -7.4232
C35 -21.1246 3.0163 -6.3018
C36 -22.2328 4.0160 -6.6699
N6 -22.8193 4.7084 -5.5359
C37 -23.9546 5.5009 -5.9197
C38 -24.6017 6.2162 -4.6327
O13 -25.1242 5.2848 -3.7210
C39 -25.7914 5.9223 -2.6366
H83 -19.3061 1.1015 -6.4460
H84 -18.5902 2.6504 -6.4050
H85 -18.5293 1.7162 -7.9156
H86 -20.4778 3.5642 -5.6166
H87 -21.5096 2.1149 -5.8250
H88 -22.9761 3.4439 -7.2251
H89 -21.8324 4.7506 -7.3686
H90 -23.1502 4.0274 -4.8675
H91 -24.7604 4.8768 -6.3060
H92 -23.5992 6.2517 -6.6255
H93 -25.3468 6.8797 -5.0717
H94 -23.8438 6.8578 -4.1832
H95 -25.1594 6.4930 -1.9562
H96 -26.3556 5.1768 -2.0763
H97 -26.5257 6.6111 -3.0543
C40 -15.6390 5.3885 0.5708
C41 -15.4868 4.8271 -0.8599
C42 -14.1638 5.1445 -1.5460
O14 -14.0588 6.5784 -1.7511
C43 -12.7291 7.0668 -1.4758
N7 -15.5835 3.3840 -0.6104
H98 -14.8298 5.0998 1.2416
H99 -16.5141 4.9678 1.0660
H100 -15.6970 6.4770 0.5742
H101 -16.2626 5.1886 -1.5349
H102 -14.1946 4.7143 -2.5471
H103 -13.3125 4.7473 -0.9932
H104 -11.8842 6.4481 -1.7784
H105 -12.6151 7.2216 -0.4029
H106 -12.7341 8.0770 -1.8851
H107 -15.7407 2.8899 -1.4771
H108 -16.4539 3.2135 -0.1272

Forces on atoms 1 to 3 (eV/Å):
Be 0.1298 3.7766 -0.7873
C -0.1467 -0.0237 0.9109
C 0.3391 -1.4182 0.2570

=====

(2)
The following is a quantum chemistry calculation of a molecular structure, C43H109AgF3N6O15 at a distorted geometry, from OMol25.

As for the charge: +5. The calculation puts the energy above the lowest of the compared OMol25 structures with the same formula, charge and spin at 68.7 kcal per mole. As for the HOMO energy: -10.866 eV. As for the multiplicity: 1. Its frontier orbital gap is 0.040 Eh. The LUMO energy is -9.767 eV.

Atoms and positions in Å:
Ag1 8.4606 -17.7428 9.0138
C1 8.2908 -18.3448 21.2641
O1 8.6697 -17.7699 20.0361
O2 9.4078 -18.1403 22.1602
C2 6.9719 -17.7057 21.8599
F1 6.0599 -17.9216 20.8698
F2 6.4944 -18.1418 22.9935
F3 6.9333 -16.3857 22.1537
C3 8.3294 -18.5314 18.8790
C4 8.8940 -17.8262 17.6244
H1 9.9773 -17.9213 17.5510
H2 8.5000 -18.1529 16.6620
H3 8.7218 -16.7498 17.6239
H4 7.2454 -18.6136 18.8002
H5 8.5190 -19.6035 18.8252
H6 8.1856 -19.4287 21.2190
C5 2.4061 -21.0827 11.8171
C6 3.4163 -19.9581 11.9190
C7 3.5314 -19.6206 13.4290
O3 4.6713 -20.1836 11.1873
H7 2.1173 -21.3909 10.8123
H8 1.4145 -20.8907 12.2268
H9 2.8009 -21.9642 12.3223
H10 3.0004 -19.0723 11.4388
H11 2.5266 -19.4843 13.8289
H12 4.1432 -18.7216 13.5029
H13 3.9906 -20.4746 13.9268
C8 -1.2087 -11.0081 18.3319
O4 -0.4509 -10.9509 17.1457
C9 -0.3917 -12.2115 16.5637
C10 0.7739 -12.4355 15.6024
N1 0.4852 -11.5219 14.3634
H14 -0.4871 -11.2642 14.2718
H15 0.9467 -10.6235 14.3730
C11 0.7826 -12.2108 13.0122
C12 2.2839 -12.3015 12.7506
O5 3.1471 -12.9345 13.6535
C13 4.3333 -13.1648 13.1534
H16 -1.0424 -10.0608 18.8448
H17 -0.8936 -11.7518 19.0637
H18 -2.2420 -11.2598 18.0928
H19 -1.3341 -12.4444 16.0681
H20 -0.2654 -12.8464 17.4407
H21 0.8139 -13.4794 15.2912
H22 1.6817 -12.0046 16.0246
H23 0.3632 -11.6727 12.1621
H24 0.2787 -13.1673 13.1506
H25 2.7318 -11.3302 12.5408
H26 2.3908 -12.8536 11.8170
H27 4.3516 -14.0735 12.5516
H28 5.0449 -13.4995 13.9082
H29 4.7470 -12.3308 12.5865
C14 0.0072 -18.2071 7.4334
O6 0.8695 -18.7577 6.4300
C15 2.0126 -17.9934 6.0711
C16 2.8412 -18.7247 5.0682
N2 3.3243 -20.0470 5.6520
H30 4.2518 -20.1130 5.2575
H31 3.4991 -19.8135 6.6189
C17 2.3814 -21.1621 5.4000
C18 2.5294 -21.7726 4.0012
O7 2.5228 -20.8076 2.9344
C19 2.7150 -21.3096 1.5669
H32 0.4022 -18.2059 8.4493
H33 -0.8831 -18.8234 7.5587
H34 -0.3085 -17.2027 7.1509
H35 2.6324 -17.5622 6.8572
H36 1.6321 -17.1527 5.4909
H37 3.7446 -18.1363 4.9079
H38 2.1747 -18.9692 4.2411
H39 1.3366 -20.9021 5.5702
H40 2.6744 -21.9296 6.1163
H41 1.7577 -22.5167 3.8038
H42 3.4046 -22.4032 3.8447
H43 1.8311 -21.3873 0.9338
H44 3.3694 -22.1751 1.4635
H45 3.3725 -20.5276 1.1869
C20 -1.6987 -22.5584 19.1817
O8 -0.8863 -23.1721 20.2204
C21 0.0185 -22.2997 20.8547
C22 -0.1754 -22.2987 22.3469
N3 -1.6498 -22.0775 22.6158
H46 -2.0488 -21.3206 22.0791
H47 -2.2771 -22.8142 22.3261
C23 -1.9977 -21.6986 24.1371
C24 -1.4722 -22.8359 25.1696
O9 -0.0456 -22.9884 25.2442
C25 0.2734 -24.0395 26.1686
H48 -1.2329 -22.3280 18.2235
H49 -2.2404 -21.7184 19.6166
H50 -2.5515 -23.1593 18.8658
H51 -0.2055 -21.2537 20.6455
H52 1.0676 -22.4650 20.6093
H53 0.5054 -21.5452 22.7430
H54 -0.0011 -23.2182 22.9056
H55 -3.0604 -21.4884 24.2576
H56 -1.5532 -20.7457 24.4246
H57 -1.9861 -23.7649 24.9228
H58 -1.8480 -22.6778 26.1804
H59 -0.0345 -24.9348 25.6284
H60 -0.2463 -23.8469 27.1071
H61 1.3349 -24.1405 26.3947
C26 0.6768 -29.0317 13.1884
O10 0.3043 -28.4717 11.9166
C27 -0.3318 -29.3962 11.1252
C28 0.4046 -30.7648 10.9042
N4 -0.3162 -31.5820 9.7831
H62 -1.3097 -31.6043 9.9635
H63 -0.3080 -31.0581 8.9196
C29 0.2514 -32.9652 9.4965
C30 -0.7352 -33.7128 8.5718
O11 -0.1035 -34.9205 8.2234
C31 -0.9643 -35.8783 7.6335
H64 -0.2660 -29.1041 13.7306
H65 1.2834 -28.4187 13.8550
H66 1.0493 -30.0557 13.2147
H67 -0.4146 -28.8870 10.1650
H68 -1.3660 -29.4166 11.4689
H69 0.2269 -31.3684 11.7943
H70 1.4710 -30.6062 10.7437
H71 0.2712 -33.2816 10.5394
H72 1.2522 -32.9174 9.0673
H73 -1.1711 -33.1447 7.7500
H74 -1.5769 -34.0595 9.1714
H75 -1.4221 -35.5036 6.7181
H76 -1.6786 -36.1029 8.4256
H77 -0.3883 -36.6647 7.1457
C32 8.4311 -28.4693 7.7852
O12 8.1120 -27.7205 8.9419
C33 6.8404 -27.1004 8.9837
C34 6.7115 -26.0522 10.1122
N5 7.6102 -24.8063 9.9300
H78 7.7780 -24.5694 8.9626
H79 7.1478 -23.9792 10.2794
C35 8.8349 -24.8849 10.7806
C36 8.5860 -24.3414 12.2522
O13 7.5833 -25.1477 12.7791
C37 7.7382 -25.2651 14.1474
H80 9.4283 -28.9089 7.8033
H81 8.4568 -27.7336 6.9814
H82 7.6743 -29.2409 7.6439
H83 6.0204 -27.8166 9.0358
H84 6.7372 -26.6837 7.9818
H85 6.8524 -26.5484 11.0724
H86 5.6631 -25.7545 10.1267
H87 9.5557 -24.2657 10.2466
H88 9.1265 -25.9351 10.7665
H89 8.1387 -23.3530 12.1476
H90 9.4556 -24.0998 12.8635
H91 6.9017 -25.6913 14.7013
H92 7.6497 -24.2384 14.5027
H93 8.6596 -25.7981 14.3820
C38 -6.3092 -24.7217 8.9446
O14 -5.6272 -24.5734 7.6373
C39 -4.2273 -24.5671 7.4137
C40 -3.9223 -25.1834 5.9845
N6 -4.3650 -26.6270 5.9767
H94 -3.6173 -27.2865 6.1382
H95 -4.9401 -26.7849 6.7919
C41 -5.0784 -27.0319 4.6700
C42 -6.6281 -26.8472 4.9196
O15 -7.0225 -25.4895 4.7330
C43 -8.2549 -25.1915 5.4186
H96 -6.1110 -25.6737 9.4370
H97 -7.3798 -24.8053 8.7577
H98 -6.3015 -23.8565 9.6075
H99 -3.6934 -25.1879 8.1331
H100 -3.7825 -23.5736 7.4706
H101 -2.8646 -25.1791 5.7211
H102 -4.4848 -24.6943 5.1893
H103 -4.9581 -28.1150 4.6931
H104 -4.7468 -26.6563 3.7020
H105 -6.6689 -27.1777 5.9574
H106 -7.3141 -27.5428 4.4361
H107 -9.0472 -25.4251 4.7074
H108 -8.3814 -24.1154 5.5372
H109 -8.1081 -25.6344 6.4036

Forces on atoms 1 to 3 (eV/Å):
Ag -0.0605 -0.0072 0.1494
C 4.3575 1.6959 3.4982
O -0.7224 -1.0470 -0.6924

=====

Q: Among the records above, which one has the highest energy above the lowest of the compared OMol25 structures with the same formula, charge and spin?
A: C43H108BeN7O14